A 7-piece molecular cluster, C43H48F6N2OP overall, computed with ωB97M-V/def2-TZVPD.

ORCA input file:
```
! RIJCOSX wB97M-V def2-TZVPD def2/J DEFGRID3
* xyz 1 1
C 1.9475 -0.8208 0.5392
C 2.2981 -1.9740 1.5270
N 1.1352 -2.7291 2.0170
C 0.8743 -3.9491 1.2963
C -0.6895 -4.1818 1.3010
C -1.1321 -3.2227 0.1428
P -2.9477 -3.0870 -0.3285
C -3.4819 -1.4592 0.4296
O -3.7111 -4.2745 0.5941
C -0.0912 -3.5360 -0.9766
N 1.1154 -3.9813 -0.1790
H 0.9741 -0.9426 0.0471
H 2.7508 -0.7851 -0.2150
H 1.9500 0.1640 1.0200
H 2.7599 -1.5021 2.4052
H 3.0427 -2.6556 1.0955
H 0.3097 -2.1556 2.1073
H 1.3252 -4.7821 1.8471
H -1.1493 -4.0746 2.2824
H -0.7784 -5.1903 0.8653
H -0.8777 -2.1755 0.4029
H -4.1168 -1.6157 1.3136
H -2.6233 -0.8559 0.7722
H -4.0054 -0.8785 -0.3369
H -3.3886 -4.2586 1.4975
H 0.1553 -2.5613 -1.4129
H -0.3783 -4.2154 -1.7843
H 2.0281 -3.7201 -0.5510
H 1.1022 -4.9962 -0.3691
F 0.2394 -7.1220 -0.4396
C 0.7850 -8.1425 0.2815
C 0.2406 -9.4069 0.1737
C 0.7995 -10.4458 0.9053
C 1.8856 -10.2056 1.7393
C 2.4182 -8.9274 1.8392
C 1.8684 -7.8874 1.1016
H -0.6098 -9.5726 -0.4750
H 0.3879 -11.4424 0.8253
H 2.3163 -11.0166 2.3110
H 3.2615 -8.7402 2.4909
H 2.2780 -6.8848 1.1601
F -0.7099 0.3457 1.6260
C -0.9492 1.5310 1.0092
C -1.1319 2.6664 1.7750
C -1.3702 3.8782 1.1383
C -1.4359 3.9329 -0.2477
C -1.2561 2.7825 -1.0033
C -1.0023 1.5722 -0.3730
H -1.0860 2.6000 2.8546
H -1.5052 4.7782 1.7231
H -1.6265 4.8761 -0.7397
H -1.3076 2.8294 -2.0833
H -0.8464 0.6654 -0.9458
F 5.0566 -1.9952 3.6859
C 5.4425 -3.2791 3.5719
C 4.4972 -4.2438 3.2754
C 4.8952 -5.5692 3.1535
C 6.2285 -5.9141 3.3381
C 7.1655 -4.9330 3.6396
C 6.7734 -3.6056 3.7529
H 3.4605 -3.9572 3.1443
H 4.1653 -6.3333 2.9158
H 6.5368 -6.9476 3.2472
H 8.2026 -5.2018 3.7875
H 7.4906 -2.8277 3.9796
F 0.6329 5.0585 -2.2174
C 1.8318 5.3653 -1.6851
C 2.5641 6.4094 -2.2200
C 3.7966 6.7253 -1.6642
C 4.2847 5.9900 -0.5905
C 3.5384 4.9410 -0.0678
C 2.3007 4.6274 -0.6137
H 2.1712 6.9654 -3.0618
H 4.3763 7.5442 -2.0686
H 5.2473 6.2360 -0.1616
H 3.9203 4.3668 0.7661
H 1.6996 3.8193 -0.2146
F -2.4707 7.2451 -0.7556
C -2.5904 7.7289 -2.0131
C -3.8506 7.9801 -2.5214
C -3.9717 8.4836 -3.8095
C -2.8354 8.7167 -4.5749
C -1.5762 8.4541 -4.0499
C -1.4502 7.9622 -2.7577
H -4.7249 7.7877 -1.9143
H -4.9520 8.6937 -4.2157
H -2.9325 9.1051 -5.5805
H -0.6915 8.6336 -4.6467
H -0.4792 7.7608 -2.3276
F -6.7409 6.3392 -1.5563
C -6.2781 5.0860 -1.7182
C -7.1675 4.0741 -2.0282
C -6.6889 2.7829 -2.1957
C -5.3328 2.5191 -2.0424
C -4.4491 3.5456 -1.7281
C -4.9246 4.8430 -1.5699
H -8.2207 4.2991 -2.1344
H -7.3732 1.9825 -2.4446
H -4.9636 1.5085 -2.1697
H -3.3933 3.3215 -1.6062
H -4.2610 5.6589 -1.3286
*
```

Properties
HOMO in hartree: -0.3890
Energy relative to the best compared isomer or geometry (same formula, charge and spin) in kcal/mol: 23.23
E_LUMO in eV: -2.540
Gap between HOMO and LUMO in Ha: 0.296
E_tot in eV: -75984.2744